Entry from the Open Molecules 2025 dataset: a cluster of 4 separate species, C27H75N11O4P3S in total (wB97M-V/def2-TZVPD).

The value obtained for the HOMO energy is -8.995 eV. The net charge is +1. The total energy comes out at -92476.73311 eV. The spin multiplicity is 1. Its orbital gap is 0.2107 hartree. The value obtained for the LUMO energy is -3.3 eV.

Each line ends with the Löwdin charge.
Cartesian coordinates (Å):
1 S -4.7777 5.7462 3.0934  1.03
2 P 4.6684 -0.7062 -3.3091  0.74
3 P 2.3072 2.2127 3.1153  0.74
4 P -1.8888 -3.9109 -2.3396  0.74
5 O -3.3997 -1.8411 2.5739  -0.05
6 O 1.7201 2.5277 1.7176  -0.33
7 O 3.9624 0.0168 -2.1360  -0.32
8 O -0.8110 -4.2399 -1.2779  -0.31
9 N -5.0953 -0.5394 3.8860  -0.01
10 N -3.0866 -3.6012 -1.1599  -0.35
11 N 2.9821 1.8505 4.7220  -0.30
12 N 4.7672 0.7192 -4.2477  -0.35
13 N -1.3241 4.8043 0.9782  -0.04
14 N -3.1279 -3.5326 -3.5602  -0.30
15 N 3.6209 1.3327 2.4656  -0.35
16 N -1.9534 -5.4784 -2.9944  -0.33
17 N 1.0072 1.2405 3.6203  -0.32
18 N 3.3478 -1.7018 -3.7025  -0.32
19 N 5.4800 -1.5373 -4.6578  -0.29
20 C 6.6836 -2.2185 -4.1754  -0.15
21 C 2.5634 -2.2081 -2.5732  -0.14
22 C -2.4471 5.6305 0.3717  -0.29
23 C -2.8931 -2.3013 -0.5038  -0.15
24 C 4.6466 2.2140 1.8918  -0.13
25 C -2.6457 -2.4769 -4.4538  -0.16
26 C -5.4308 2.9876 2.2433  -0.24
27 C 5.7451 -0.9939 -5.9875  -0.13
28 C -0.3260 1.6759 3.1962  -0.16
29 C -4.5562 -3.3371 -3.3251  -0.13
30 C 3.5907 1.5103 -4.5787  -0.12
31 C 2.4711 -1.5560 -4.8474  -0.13
32 C -3.0130 -6.4483 -2.8020  -0.13
33 C 3.1906 3.0925 5.4699  -0.16
34 C 3.4267 0.2038 1.5669  -0.11
35 C -4.2841 3.9105 2.9860  -0.37
36 C -2.8428 6.9773 1.2178  -0.21
37 C -3.8964 -1.4556 3.7753  -0.29
38 C -4.6732 0.8974 3.6678  -0.22
39 C -3.2108 6.7275 2.7954  -0.40
40 C -3.4445 -4.5820 -0.1452  -0.11
41 C -0.6767 -6.1914 -3.0868  -0.14
42 C 5.8183 1.6257 -3.7670  -0.13
43 C -4.8293 1.4351 2.1222  -0.16
44 C 1.0077 -0.2041 3.7371  -0.12
45 C 4.0730 0.9275 5.0247  -0.13
46 C -3.1219 -2.0115 5.1105  -0.03
47 H -0.4158 2.7665 3.2510  0.06
48 H -2.3385 6.2008 3.4039  0.12
49 H -3.3664 7.7929 3.3084  0.12
50 H -5.1006 -3.3435 -4.2771  0.09
51 H 2.0105 -3.1160 -2.8452  0.07
52 H 4.0494 3.6447 5.0794  0.07
53 H -0.7150 -6.9841 -3.8445  0.08
54 H 5.5471 1.6573 1.6110  0.09
55 H -2.0638 -1.5295 5.2426  0.08
56 H 2.3057 3.7379 5.3895  0.07
57 H -1.2674 3.9513 0.3441  0.10
58 H -3.2833 3.7379 2.3899  0.10
59 H 4.2751 2.7483 1.0139  0.08
60 H 2.8610 0.9315 -5.1436  0.05
61 H 1.7052 -0.7919 -4.6783  0.08
62 H -3.8143 -5.5054 -0.5892  0.05
63 H -1.6183 -2.6920 -4.7768  0.07
64 H 3.8582 2.3384 -5.2467  0.08
65 H 7.0547 -2.9487 -4.9025  0.08
66 H 1.8444 -1.4618 -2.2207  0.08
67 H -4.0601 3.5859 4.1034  0.11
68 H 6.0477 -1.7966 -6.6706  0.09
69 H 0.2018 -0.5383 4.4031  0.07
70 H 3.1012 1.9253 -3.6914  0.08
71 H 3.3456 2.9016 6.5371  0.08
72 H -1.9268 7.7038 1.1697  0.13
73 H 0.8533 -0.6905 2.7683  0.09
74 H 6.5478 -0.2490 -5.9771  0.08
75 H -1.1069 1.2691 3.8510  0.06
76 H -4.7670 -2.3830 -2.8306  0.08
77 H -4.2810 -4.2185 0.4645  0.08
78 H 3.9375 -0.0546 4.5637  0.07
79 H -3.8322 -1.9029 6.0399  0.08
80 H 4.9581 2.9587 2.6339  0.07
81 H -1.9774 -2.2818 0.0922  0.07
82 H 4.3880 -0.2662 1.3248  0.09
83 H 0.1276 -5.5128 -3.3919  0.07
84 H 3.0070 -1.3177 -5.7664  0.06
85 H -0.4212 5.3163 0.8436  0.09
86 H -2.8227 -1.5081 -1.2576  0.07
87 H -6.4085 2.8990 2.8897  0.12
88 H -5.5706 -0.5967 4.8139  0.11
89 H -5.1390 5.9592 4.4365  0.04
90 H 6.7734 1.0911 -3.7026  0.07
91 H 6.4628 -2.7740 -3.2541  0.08
92 H -3.7759 1.5378 1.6201  0.11
93 H -5.3685 1.5841 4.3383  0.12
94 H -0.5408 1.3604 2.1702  0.08
95 H -2.6464 -1.5071 -3.9495  0.07
96 H -5.7689 3.4107 1.1907  0.13
97 H 1.9222 -0.5949 4.1837  0.07
98 H -4.0088 -6.0090 -2.8645  0.06
99 H 4.8607 -0.5422 -6.4448  0.07
100 H 5.0466 1.3231 4.7164  0.08
101 H -3.7397 -2.0441 0.1419  0.06
102 H -5.5140 0.7299 1.4796  0.14
103 H -3.7638 7.5244 0.6934  0.14
104 H -3.2534 -2.4061 -5.3621  0.08
105 H -3.5543 1.1275 4.0005  0.12
106 H 5.5871 2.0227 -2.7754  0.07
107 H 4.1197 0.7381 6.1038  0.09
108 H 7.4781 -1.5005 -3.9561  0.07
109 H 3.2163 -2.4842 -1.7377  0.07
110 H -2.9178 -6.9699 -1.8439  0.08
111 H -2.0341 6.0058 -0.6836  0.13
112 H 2.9366 0.4922 0.6312  0.08
113 H -3.3943 4.9748 0.1667  0.11
114 H 5.9752 2.4638 -4.4545  0.08
115 H -0.4036 -6.6459 -2.1292  0.08
116 H 2.8475 -0.5905 2.0362  0.06
117 H 1.9513 -2.4992 -5.0588  0.08
118 H -2.6086 -4.8207 0.5206  0.09
119 H -2.9888 -7.2092 -3.5927  0.08
120 H -2.9476 -3.1790 4.9713  0.11
121 H -5.0018 -4.1398 -2.7313  0.07